31
Properties=species:S:1:pos:R:3 method="wB97M-V/def2-TZVPD" spin_multiplicity=1 gap_ha=0.3346 smiles="[NH3+][C@@]1(N2CC[NH2+]CC2)C=CC=NC1" e_homo_ev=-16.0 charge=+2 relative_energy_ev=1.483 e_tot_ev=-15565.44161
C -2.894 1.264 0.606
C -1.535 1.219 0.463
C -3.660 -0.026 0.648
C -1.772 -1.393 0.181
C 1.285 1.075 -0.590
C 1.233 -1.349 -0.356
C 2.358 1.214 0.490
C 2.290 -1.253 0.783
C -0.930 0.047 -0.243
N -3.113 -1.149 0.474
N 0.484 -0.093 -0.272
N 3.194 -0.072 0.592
N -1.517 0.175 -1.721
H -3.544 1.970 1.081
H -1.047 2.121 0.811
H -4.736 -0.134 0.886
H -1.473 -2.057 -0.759
H -1.426 -1.760 1.043
H 0.606 1.992 -0.379
H 1.845 0.949 -1.481
H 1.833 -1.419 -1.218
H 0.483 -2.073 -0.095
H 2.961 2.000 0.370
H 2.038 1.447 1.537
H 1.861 -1.069 1.698
H 2.826 -2.113 0.719
H 3.579 -0.074 -0.349
H 3.764 -0.129 1.421
H -2.414 -0.356 -1.808
H -0.820 -0.063 -2.485
H -1.761 1.113 -2.046